Entry 1:
A molecular structure, C4H4FN, computed with the ωB97M-V functional and the def2-TZVPD basis.

```
! RIJCOSX wB97M-V def2-TZVPD def2/J DEFGRID3
* xyz 0 1
C 2.18238 0.74433 0.19711
C -1.89436 0.33809 0.03354
C -0.02057 -0.44698 -0.04931
C 1.40155 -0.45725 0.01066
N 2.75681 1.70964 0.36183
F 2.07391 -1.62188 -0.23954
H -1.77310 1.23713 -0.52477
H -2.09447 0.43318 1.00634
H -2.34411 -0.53943 -0.55334
H -0.28802 -1.39683 -0.24253
*
```

The HOMO-LUMO gap comes out at 10.3 eV. For the energy above the lowest of the compared OMol25 structures with the same formula, charge and spin, the calculation gives 3.857 eV. The LUMO energy comes out at 0.3 eV.


Entry 2:
A single CH5N7 molecule, computed with the ωB97M-V functional and the def2-TZVPD basis.

```
! RIJCOSX wB97M-V def2-TZVPD def2/J DEFGRID3
* xyz 0 1
N 2.01847 -0.38899 -0.17467
N 1.02011 -1.32391 0.23869
C -0.15362 -0.87131 0.14647
N -1.36632 -1.60222 0.34096
N -2.32238 -0.81981 0.08374
N -1.89354 0.40573 -0.23639
N -0.51218 0.43415 -0.26216
N 0.01794 1.46051 0.58152
H 2.86047 -0.89603 -0.40357
H 1.62776 0.08565 -1.01267
H -2.36543 0.88840 -1.03458
H 0.13286 1.02578 1.50596
H 0.93587 1.60205 0.22670
*
```

The HOMO-LUMO gap comes out at 9.0 eV. For the energy above the lowest of the compared OMol25 structures with the same formula, charge and spin, the calculation gives 0.169 eV. As for the SMILES: N/N=c1/nn[nH]n1N. The LUMO energy comes out at 0.3 eV.


Entry 3:
A molecular structure, C9H13N, computed with the ωB97M-V functional and the def2-TZVPD basis.

```
! RIJCOSX wB97M-V def2-TZVPD def2/J DEFGRID3
* xyz 0 1
C -0.34020 -1.10530 -1.16872
C -0.62137 -0.12152 -0.22702
C 1.06798 -1.35194 -0.92271
C 0.63849 0.09056 0.44417
C 3.62744 0.91350 0.41676
C -2.61240 -0.06557 1.37483
C -2.85466 0.32606 -1.09981
C 3.09546 -0.47454 0.13706
C -1.96009 0.48191 0.12204
N 1.71238 -0.45420 -0.20168
H -0.80408 -1.66392 -1.82059
H 3.86195 1.42025 -0.57398
H 4.67229 0.61191 0.87365
H 2.89222 1.50623 1.07450
H -3.08926 -1.01354 1.21454
H -3.23101 0.79507 1.68048
H -1.88041 -0.20852 2.22195
H -3.71399 -0.05713 -0.71018
H -2.38387 -0.44364 -1.75409
H -3.08583 1.25922 -1.66355
H 3.23839 -0.96967 1.05580
H 3.46185 -1.01167 -0.69790
H -1.69128 1.53648 0.22446
*
```

The HOMO-LUMO gap (alpha / beta) comes out at 7.2 / 7.1 eV. For the energy above the lowest of the compared OMol25 structures with the same formula, charge and spin, the calculation gives 5.315 eV. The LUMO energy (alpha / beta) comes out at -0.8 / -0.9 eV.


Entry 4:
3 unconnected molecules or ions with the total composition C33H46BF3INO7P, computed with the ωB97M-V functional and the def2-TZVPD basis.

```
! RIJCOSX wB97M-V def2-TZVPD def2/J DEFGRID3
* xyz -1 1
C 1.83960 -3.70879 0.75279
C 1.12513 -4.12137 -0.54108
C -0.18600 -3.33783 -0.74815
C -0.51289 -3.04374 -2.22200
O -0.81460 -1.69124 -2.52326
C -2.09743 -1.23333 -2.08328
C -2.86684 -0.84855 -3.35581
C -2.94231 -1.99755 -4.36781
O -2.82540 -2.17781 -1.42577
B -3.34437 -1.73383 -0.06513
N -3.09702 -2.88164 0.89250
C -3.19720 -2.83838 2.14265
C -3.97108 -3.88972 2.91673
C -2.52640 -1.79435 3.02834
C -4.93776 -1.39231 -0.25182
I -5.93764 -2.91861 -1.40384
C -5.69998 -1.14490 1.04768
C -7.03126 -0.42217 0.85393
O -2.56121 -0.47598 0.12315
C -1.94736 -0.02308 -1.04306
C -0.47945 0.31380 -0.80023
C -0.29821 1.13029 0.48616
C 1.08778 1.61957 0.66134
F 1.25995 2.59935 1.60672
C 2.20627 1.15244 0.08894
F 3.29054 0.75690 0.77301
F 2.43198 1.03252 -1.21416
P -2.95744 1.53353 -1.52999
C -1.79829 2.91474 -1.93192
C -3.75557 2.14705 0.01163
C -4.85660 3.17672 -0.31788
H 2.89357 -3.98934 0.73940
H 1.38990 -4.19410 1.62070
H 1.76541 -2.63161 0.91089
H 1.80215 -3.98939 -1.38708
H 0.88917 -5.18251 -0.44353
H -0.99263 -3.96159 -0.36218
H -0.19455 -2.44060 -0.13417
H 0.36897 -3.26914 -2.82817
H -1.29841 -3.72341 -2.55111
H -3.87405 -0.54297 -3.08382
H -2.41053 0.03725 -3.81027
H -3.94454 -2.04601 -4.79736
H -2.75105 -2.96579 -3.91434
H -2.26262 -1.82530 -5.20243
H -3.34635 -4.32392 3.70467
H -4.85863 -3.44251 3.36470
H -4.24355 -4.70200 2.24688
H -1.74824 -1.26165 2.49215
H -3.26905 -1.05246 3.34686
H -2.15353 -2.25569 3.94380
H -5.03015 -0.50126 -0.87904
H -5.94663 -2.12643 1.46089
H -5.06774 -0.62059 1.77059
H -6.90357 0.52207 0.31904
H -7.70007 -1.03527 0.24847
H -7.54143 -0.24198 1.80214
H 0.12522 -0.58466 -0.69916
H -0.05220 0.84959 -1.64772
H -1.03155 1.92813 0.57125
H -0.45032 0.43681 1.32020
H -1.33188 3.38052 -1.05968
H -2.38956 3.68109 -2.43418
H -1.03605 2.57973 -2.63290
H -3.00174 2.59520 0.66672
H -4.18135 1.31776 0.56786
H -5.73795 2.96621 0.29039
H -5.16377 3.09325 -1.36034
H -4.55613 4.19472 -0.07497
C 6.94427 1.18575 -0.51959
C 6.13863 0.13784 -0.68027
C 6.67644 -1.21488 -0.96664
O 5.95284 -2.17465 -1.11448
C 8.15555 -1.35357 -1.06609
C 8.96053 -0.30796 -0.90362
C 8.41580 1.04458 -0.61520
O 9.15765 1.99422 -0.46274
H 6.55157 2.17633 -0.31188
H 5.06413 0.23039 -0.61188
H 8.52733 -2.34892 -1.27497
H 10.03857 -0.38589 -0.97029
C 6.48199 4.93898 1.73848
C 6.34449 5.53723 2.91794
C 5.02222 5.61723 3.59274
O 4.90210 6.16571 4.66700
C 3.86125 5.00206 2.90219
C 3.99687 4.40356 1.72194
C 5.31650 4.32755 1.05243
O 5.44604 3.77841 -0.02282
H 7.43282 4.86445 1.22505
H 7.17611 5.99079 3.44202
H 2.90878 5.06904 3.41227
H 3.16395 3.94787 1.20285
*
```

The HOMO-LUMO gap comes out at 4.4 eV. The LUMO energy comes out at -0.2 eV.


Entry 5:
2 unconnected molecules or ions with the total composition C5H11N2, computed with the ωB97M-V functional and the def2-TZVPD basis.

```
! RIJCOSX wB97M-V def2-TZVPD def2/J DEFGRID3
* xyz 1 3
C 3.17192 0.01178 0.14235
C 1.93756 -0.74498 -0.15519
C 1.14806 0.42830 -0.36025
C -1.69602 1.24459 0.01399
C -1.35774 -1.17086 0.16438
N 1.93881 0.50732 0.75431
N -0.87392 0.15372 0.49071
H 3.88053 -0.40974 0.84597
H 3.60754 0.61831 -0.64328
H 1.65913 -1.73528 0.14712
H 0.80408 1.09073 -1.12683
H -2.71977 1.15240 0.39678
H -1.28768 2.19929 0.34699
H -1.74603 1.22580 -1.07728
H -1.48240 -1.26563 -0.91382
H -0.66335 -1.93093 0.51490
H -2.32494 -1.36011 0.63875
H -0.63708 0.25085 1.47544
*
```

The HOMO-LUMO gap (alpha / beta) comes out at 8.2 / 6.1 eV. For the energy above the lowest of the compared OMol25 structures with the same formula, charge and spin, the calculation gives 3.996 eV. The LUMO energy (alpha / beta) comes out at -2.9 / -8.2 eV.


Entry 6:
A molecular structure, C37H42BN10O2RuS, computed with the ωB97M-V functional and the def2-TZVPD basis.

```
! RIJCOSX wB97M-V def2-TZVPD def2/J DEFGRID3
* xyz 2 6
Ru 0.46782 -0.35898 -0.04293
C -3.44026 5.42223 -1.73162
C -2.93980 4.11111 -1.19840
C -3.77535 3.11731 -0.74117
C -3.31543 1.91090 -0.17317
C -4.39863 1.08398 0.28011
N -4.51108 0.33066 1.33598
C -3.63120 0.28345 2.50669
C -4.30840 0.89531 3.72976
C -3.28744 1.17873 4.83616
N -2.39677 2.27616 4.49860
C -1.25797 2.11870 3.75381
C -0.25638 1.14032 4.04668
C -0.07404 0.48237 5.23267
C 1.01751 -0.43212 5.43297
C 1.17880 -1.08548 6.76138
C 1.95219 -0.64197 4.41991
C 1.78095 -0.04970 3.18242
C 2.82290 -0.13676 2.15326
N 2.59799 -0.00176 0.90977
C 3.73732 0.14410 0.01087
C 3.53794 1.42975 -0.77933
C 2.36836 1.39004 -1.75163
N 1.02843 1.29962 -1.11984
C 0.31923 2.36719 -1.15039
C -1.06847 2.55875 -0.77476
C -1.58797 3.78089 -1.20425
C -1.91863 1.56166 -0.17341
O -1.51429 0.43108 0.24961
C 0.64293 0.79462 2.93210
O 0.36472 1.21771 1.78763
H -4.37392 5.71075 -1.25252
H -3.61650 5.37673 -2.80674
H -2.71923 6.21708 -1.54774
H -4.84770 3.27859 -0.78202
H -5.30610 1.12937 -0.31694
H -5.39640 -0.15156 1.44167
H -2.70694 0.79547 2.24623
H -3.41513 -0.76785 2.69301
H -5.06758 0.21292 4.11848
H -4.82279 1.82186 3.46131
H -2.68614 0.28955 5.02990
H -3.80957 1.41897 5.76221
H -2.86691 3.15907 4.35857
H -1.04757 2.87448 3.01100
H -0.72029 0.67999 6.07832
H 0.24763 -1.10745 7.32204
H 1.90539 -0.52109 7.35464
H 1.56999 -2.09692 6.66308
H 2.80916 -1.27470 4.61000
H 3.84650 -0.26253 2.51505
H 3.77795 -0.72105 -0.65314
H 4.66711 0.18403 0.58424
H 4.43500 1.62659 -1.36928
H 3.42450 2.26849 -0.08744
H 2.47252 0.53095 -2.40893
H 2.37514 2.27835 -2.38632
H 0.77931 3.24348 -1.60841
H -0.89092 4.50038 -1.62013
B 2.18150 -3.26676 0.83158
N 0.81263 -2.95180 1.53361
C 0.24142 -3.65715 2.49962
C -0.88739 -2.97962 2.96215
C -0.92528 -1.83512 2.19691
N 0.09779 -1.82319 1.32789
N 2.01037 -2.94432 -0.67426
C 2.42626 -3.71288 -1.67837
C 2.23172 -3.04530 -2.87802
C 1.66264 -1.84471 -2.50454
N 1.54459 -1.77184 -1.16830
H 2.37457 -4.44390 0.94455
H 3.05522 -2.60591 1.32741
H 0.67302 -4.59699 2.79814
H -1.56621 -3.29600 3.73249
H -1.60385 -1.00759 2.16856
H 2.83655 -4.68407 -1.46717
H 2.44911 -3.39441 -3.86955
H 1.29138 -1.05428 -3.13216
N -1.04794 0.66894 -3.64997
C -1.17579 -0.66671 -3.38012
N -1.19466 -1.14983 -2.17626
C -1.34522 -2.54597 -2.23967
C -1.46466 -3.40203 -1.14992
C -1.58372 -4.76133 -1.37574
C -1.59472 -5.28134 -2.67185
C -1.49912 -4.44091 -3.76623
C -1.37752 -3.07932 -3.52885
S -1.25638 -1.79259 -4.69880
H -1.39212 1.28540 -2.92956
H -1.25303 0.97173 -4.58851
H -1.47600 -3.01136 -0.14289
H -1.67744 -5.43332 -0.53351
H -1.69507 -6.34636 -2.82430
H -1.52182 -4.83548 -4.77198
*
```

The HOMO-LUMO gap (alpha / beta) comes out at 5.4 / 5.4 eV. For the energy above the lowest of the compared OMol25 structures with the same formula, charge and spin, the calculation gives 0.000 eV. The LUMO energy (alpha / beta) comes out at -5.8 / -7.3 eV.


Entry 7:
A molecular structure, C8H11BF6GdN2O3, computed with the ωB97M-V functional and the def2-TZVPD basis.

```
! RIJCOSX wB97M-V def2-TZVPD def2/J DEFGRID3
* xyz 3 8
N 3.27262 -1.64640 0.66866
C 2.96713 -1.36098 -0.69689
C 2.74253 0.17238 -1.08398
C 2.13360 1.17749 -0.02966
B 0.53066 1.00188 0.27922
N -0.02122 1.67038 1.52844
C -0.51667 0.20947 -0.61126
O -0.35589 -0.93332 -0.84780
C -1.75573 0.97129 -1.12656
F -1.43351 2.29311 -0.96349
F -1.91755 0.73343 -2.37513
C -3.02508 0.71854 -0.28709
F -2.87211 1.35618 0.86518
F -3.99857 1.31576 -0.91656
C -3.45104 -0.75500 -0.12232
F -4.72601 -0.79691 0.12112
F -3.25664 -1.41604 -1.23951
C -2.71530 -1.50380 1.01440
O -2.31517 -0.99232 1.99806
O -2.60831 -2.81919 0.80312
H 4.21575 -1.37945 0.97769
H 2.55977 -1.41049 1.36120
H 2.12560 -1.95346 -1.06348
H 3.83268 -1.68761 -1.27048
H 3.72875 0.55887 -1.32456
H 2.13953 0.22635 -1.98636
H 2.33083 2.21820 -0.42882
H 2.70357 1.06879 0.94022
H -0.76897 1.04414 1.87566
H 0.74259 1.61804 2.23427
H -1.67911 -3.07288 0.74282
Gd 1.39127 3.37356 0.96389
*
```

The HOMO-LUMO gap (alpha / beta) comes out at 6.1 / 4.0 eV. The LUMO energy (alpha / beta) comes out at -13.0 / -15.2 eV.


Entry 8:
A single C2H7ClNOPS molecule, computed with the ωB97M-V functional and the def2-TZVPD basis.

```
! RIJCOSX wB97M-V def2-TZVPD def2/J DEFGRID3
* xyz 0 1
C -0.24473 0.85146 0.90915
N 0.57237 -0.22252 0.37075
C -0.18148 -1.06729 -0.48694
S -2.11156 -2.08427 -0.01410
P 2.36482 0.29150 0.29674
O 2.49915 0.62571 -1.29790
Cl 3.20236 -1.51147 0.29348
H -1.03840 0.41317 1.52001
H 0.35766 1.50415 1.53654
H -0.71342 1.44936 0.11817
H 0.37570 -1.94096 -0.80214
H -0.66337 -0.54060 -1.30028
H -2.81185 -0.96155 -0.09855
H 2.95055 1.44720 -1.49993
*
```

The HOMO-LUMO gap comes out at 9.0 eV. For the energy above the lowest of the compared OMol25 structures with the same formula, charge and spin, the calculation gives 1.790 eV. As for the SMILES: CN(CS)P(O)Cl. The LUMO energy comes out at 0.2 eV.


| no. | strongest force on any atom (eV Å⁻¹) |
| --- | --- |
| 1 | 7.23 |
| 2 | 1.66 |
| 3 | 6.67 |
| 4 | 2.60 |
| 5 | 4.84 |
| 6 | 0.40 |
| 7 | 4.37 |
| 8 | 3.26 |